A structure of composition C41H37Br2N3PSSiTi. Source: the Open Molecules 2025 dataset; level of theory: the ωB97M-V functional and the def2-TZVPD basis.

```
87
Properties=species:S:1:pos:R:3:forces:R:3:mulliken_spin:R:1
Ti 0.006 -0.318 -0.557 -0.3132 -0.3752 0.2760 1.092
N 3.117 0.375 -0.095 0.0595 -0.0475 0.0337 -0.012
P 2.593 -1.075 -0.870 -0.1756 0.1571 0.0012 0.035
C 2.954 -0.819 -2.617 0.0211 -0.0720 -0.0398 -0.015
C 4.186 -0.377 -3.101 -0.0025 0.0124 0.0570 0.000
C 4.344 -0.116 -4.450 -0.0061 -0.0045 -0.0312 0.000
C 3.277 -0.296 -5.326 0.0366 0.0113 0.0008 0.000
C 2.053 -0.746 -4.857 -0.0060 0.0061 -0.0104 0.001
C 1.894 -1.005 -3.503 -0.0084 -0.0670 -0.0636 -0.004
C 3.827 -2.200 -0.200 -0.0412 -0.0195 -0.0170 -0.001
C 4.475 -3.115 -1.028 0.0097 0.0282 -0.0340 -0.001
C 5.374 -4.019 -0.484 0.0146 -0.0128 -0.0051 0.000
C 5.630 -4.012 0.880 0.0095 -0.0156 -0.0120 0.000
C 4.984 -3.103 1.706 0.0106 -0.0207 0.0088 0.000
C 4.078 -2.202 1.172 -0.0331 -0.0068 0.0539 0.000
C 2.415 1.536 -0.219 0.2264 0.2250 0.1375 -0.008
C 2.994 2.765 0.140 -0.0771 -0.1190 -0.1463 0.002
C 2.301 3.922 -0.107 -0.0056 0.0135 0.0073 0.000
C 1.033 3.860 -0.697 -0.0836 -0.0655 -0.0362 0.000
C 0.503 2.629 -0.965 0.0724 0.1237 -0.0380 0.007
N 1.160 1.464 -0.705 0.0022 0.0775 0.0458 -0.018
H 4.084 0.465 0.187 -0.0047 0.0035 -0.0109 0.000
H 5.022 -0.243 -2.424 -0.0014 0.0061 0.0021 0.000
H 5.299 0.222 -4.827 0.0078 0.0072 -0.0003 0.000
H 3.412 -0.092 -6.379 -0.0165 -0.0053 -0.0104 0.000
H 1.233 -0.903 -5.544 -0.0046 -0.0126 -0.0013 0.000
H 0.946 -1.410 -3.148 0.0189 0.0323 0.0304 0.000
H 4.289 -3.119 -2.095 -0.0058 0.0124 0.0012 0.000
H 5.881 -4.724 -1.129 0.0086 -0.0058 -0.0003 0.000
H 6.338 -4.716 1.297 -0.0001 -0.0004 0.0144 0.000
H 5.186 -3.099 2.769 0.0049 -0.0008 0.0094 0.000
H 3.559 -1.507 1.822 0.0136 -0.0013 -0.0175 0.001
H 3.989 2.780 0.565 0.0133 0.0024 -0.0021 0.000
H 2.740 4.880 0.138 0.0135 -0.0020 0.0127 0.000
H 0.472 4.752 -0.930 -0.0091 0.0056 -0.0073 0.000
H -0.479 2.520 -1.404 0.0079 0.0782 0.0175 -0.017
Br -1.365 -2.625 -1.222 0.2013 -0.1659 -0.1469 0.000
C -0.482 -4.340 -0.829 -0.2046 -0.1062 0.0582 0.007
Br 1.396 -4.364 -1.057 0.0922 0.0834 -0.0377 0.000
H -0.937 -5.041 -1.519 -0.0485 0.0406 0.0087 -0.001
H -0.726 -4.563 0.202 -0.0050 0.0603 0.0020 0.001
S 0.308 -1.549 1.602 0.1918 0.2115 -0.1679 -0.031
C 0.191 -0.753 3.135 -0.0281 -0.2047 0.0322 0.019
N -0.695 0.232 3.368 0.0514 0.1135 -0.0800 0.000
C -0.875 0.834 4.563 0.0392 -0.0367 0.0819 0.000
C -0.145 0.429 5.645 -0.0887 0.0584 -0.0979 0.001
C 0.784 -0.602 5.461 0.0043 -0.0002 0.0181 0.000
C 0.958 -1.182 4.225 -0.0528 0.0421 0.0090 0.001
H -1.254 0.581 2.589 -0.0036 -0.0507 0.0076 -0.001
H -1.612 1.624 4.571 0.0061 0.0056 0.0501 0.000
H -0.293 0.899 6.605 0.0098 -0.0048 0.0100 0.000
H 1.377 -0.947 6.298 -0.0017 0.0088 0.0126 0.000
H 1.671 -1.979 4.076 -0.0074 -0.0093 -0.0334 0.000
C -2.229 2.484 -4.114 0.0280 0.0017 -0.0401 -0.001
C -2.955 3.088 -3.093 0.0179 0.0326 -0.0365 -0.001
C -3.074 2.477 -1.856 0.0267 0.1072 0.1771 0.004
C -2.496 1.229 -1.606 0.0918 -0.3217 0.0351 -0.027
C -1.783 0.638 -2.659 0.0994 -0.1360 -0.0495 0.038
C -1.635 1.253 -3.898 -0.0179 0.0622 0.0096 0.019
Si -2.395 0.441 0.119 0.0295 0.2667 0.1115 -0.012
C -2.602 1.864 1.357 -0.3830 -0.1352 0.0023 -0.025
C -1.593 2.741 1.762 0.1600 -0.0524 -0.1397 0.001
C -1.857 3.828 2.583 0.0356 0.0444 0.0225 0.000
C -3.152 4.064 3.021 -0.0762 0.0169 0.0321 -0.001
C -4.175 3.205 2.641 0.0304 0.0207 -0.0003 0.000
C -3.901 2.119 1.823 0.0290 -0.0700 0.0518 0.000
C -3.713 -0.850 0.428 0.0499 0.1159 -0.1404 -0.009
C -3.793 -1.525 1.649 0.1353 0.0259 0.0874 -0.002
C -4.734 -2.519 1.857 -0.0533 -0.0373 -0.0254 0.002
C -5.616 -2.861 0.839 -0.0099 -0.0111 0.0186 -0.004
C -5.554 -2.203 -0.379 -0.0332 -0.0346 0.0132 0.002
C -4.609 -1.206 -0.581 -0.0040 0.0700 -0.0815 -0.005
H -2.139 2.972 -5.075 0.0117 0.0016 -0.0079 0.000
H -3.427 4.046 -3.269 -0.0201 0.0039 0.0131 0.000
H -3.613 2.988 -1.066 -0.0207 -0.0319 0.0039 0.000
H -1.378 -0.376 -2.576 -0.0849 0.0172 0.0237 -0.043
H -1.079 0.767 -4.689 0.0071 -0.0124 -0.0009 0.001
H -0.568 2.580 1.437 0.0014 -0.0057 -0.0171 0.008
H -1.053 4.492 2.874 -0.0051 0.0168 0.0111 0.000
H -3.366 4.912 3.657 0.0128 0.0093 -0.0008 0.000
H -5.188 3.384 2.978 -0.0020 0.0028 0.0114 0.000
H -4.712 1.457 1.542 0.0064 -0.0041 -0.0107 0.000
H -3.111 -1.282 2.461 0.0029 0.0303 -0.0377 0.001
H -4.788 -3.027 2.811 0.0082 0.0046 0.0098 0.000
H -6.355 -3.634 1.001 -0.0001 -0.0031 -0.0017 0.000
H -6.247 -2.459 -1.170 0.0012 0.0037 -0.0066 0.000
H -4.581 -0.696 -1.538 0.0128 0.0071 0.0097 -0.002
```
Forces are in eV/Å.

Summary:
LUMO energy (alpha / beta)   -5.756 / -5.453 eV
Multiplicity   2
⟨S²⟩   0.7777
Energy relative to the best compared isomer or geometry (same formula, charge and spin)   1.267 eV
HOMO (alpha / beta)   -0.4643 / -0.4602 Ha
Charge   +2
HOMO-LUMO gap (alpha / beta)   6.88 / 7.07 eV

=====

A structure of composition C41H37F5P2PdS in a non-equilibrium geometry. Source: the Open Molecules 2025 dataset; level of theory: the ωB97M-V functional and the def2-TZVPD basis.

```
87
Properties=species:S:1:pos:R:3:forces:R:3:mulliken_spin:R:1
Pd -0.617 -0.736 -0.964 0.0711 0.0709 4.9655 0.039
C 0.865 -2.252 -3.054 0.8441 -1.9182 -0.0736 0.502
C 1.859 -1.337 -2.437 1.5509 0.5513 -1.2062 0.179
C 2.297 -0.212 -3.436 0.2319 -1.2796 0.9915 0.021
C 1.120 0.603 -3.944 0.3655 1.0022 -0.8777 -0.014
C 0.011 0.764 -2.991 -1.6656 0.3732 0.6558 0.148
C -0.921 -0.200 -2.699 -2.2570 1.8754 -4.0600 0.073
C -1.308 -1.213 -3.730 0.6274 -0.6623 -0.5039 0.000
C -0.079 -2.057 -4.174 -0.9193 -0.4491 -0.3913 0.072
C -1.367 1.372 1.692 0.1664 -0.6292 0.6842 -0.003
H 1.066 -3.318 -2.861 -0.0939 0.6537 -0.0266 0.013
H 2.732 -1.965 -2.243 0.4301 -0.1666 -0.4095 0.045
H 2.840 -0.702 -4.262 -0.2555 0.2226 0.1828 -0.007
H 3.014 0.409 -2.908 0.1353 0.2924 -0.1485 0.005
H 1.504 1.603 -4.171 -0.0418 -0.0192 -0.1572 -0.002
H 0.756 0.201 -4.888 0.0580 0.0262 -0.0683 0.014
H -0.194 1.769 -2.624 0.4042 -0.4644 0.1811 0.025
H -1.849 0.016 -2.022 0.3189 0.8815 -1.5740 -0.025
H -1.693 -0.644 -4.581 -0.2654 -0.2369 -0.0440 -0.010
H -2.097 -1.877 -3.342 0.2747 0.1958 -0.1972 -0.005
H -0.469 -3.059 -4.471 0.4310 0.5838 0.1402 0.008
H 0.396 -1.643 -5.084 -0.1968 -0.1015 0.3573 0.038
H -1.564 0.311 1.588 0.1634 -0.2917 -0.0311 0.004
H -2.257 1.865 2.093 0.0740 0.1460 -0.1507 0.001
H -0.561 1.481 2.403 0.2678 -0.0268 0.2853 -0.003
P 1.635 -0.874 -0.650 -2.8286 -0.3782 0.4190 0.134
P -0.913 2.193 0.196 0.1282 -0.4543 -1.0211 0.091
C 1.681 1.016 -0.717 0.4878 -0.0659 0.2933 0.092
C 0.765 2.007 -0.499 1.0068 0.3204 0.3037 0.202
C 2.982 -1.154 0.488 0.6856 0.2756 0.1081 -0.001
C 4.247 -0.747 0.077 0.3904 -0.3171 0.3632 0.033
C 5.355 -1.038 0.874 0.0788 0.1363 0.0209 -0.008
C 5.166 -1.604 2.137 -0.0564 0.0204 0.1432 0.017
C 3.876 -1.911 2.604 0.4957 0.1608 -0.4301 -0.007
C 2.791 -1.736 1.754 0.0146 -0.0066 -0.1295 0.035
C 0.869 -2.759 -0.473 0.8648 -0.4800 0.7973 0.151
C -0.460 -3.086 -0.743 -0.6875 -0.4985 0.1023 -0.023
C -0.868 -4.370 -1.112 0.4038 0.3432 0.0149 0.023
C 0.129 -5.336 -1.285 -0.3045 -0.0311 0.1626 -0.011
C 1.451 -5.065 -0.902 -0.3602 0.3394 -0.0123 0.020
C 1.818 -3.786 -0.447 -0.4835 -0.5070 -0.1771 0.009
C -0.796 3.896 0.786 -0.0120 0.2040 0.2255 0.026
C 0.292 4.156 1.653 -0.2904 0.2364 -0.2249 0.006
C 0.432 5.422 2.215 -0.3720 -0.0766 -0.2102 0.003
C -0.524 6.417 1.930 0.2568 -0.4307 -0.0499 -0.001
C -1.618 6.134 1.114 0.0118 -0.2259 -0.0235 0.002
C -1.778 4.857 0.549 0.3475 0.3143 0.2833 -0.006
C -2.446 1.992 -0.801 -0.7749 -0.0371 -0.1984 -0.024
C -3.356 0.932 -0.511 0.1894 0.1117 -0.0576 0.016
C -4.505 0.742 -1.280 -0.1279 0.2758 -0.0134 -0.012
C -4.883 1.698 -2.239 0.3510 -0.1019 0.1738 0.013
C -4.027 2.766 -2.503 0.2525 -0.0457 0.0141 -0.003
C -2.785 2.857 -1.847 -0.1484 0.1558 -0.0065 0.051
H 2.747 1.316 -0.876 -0.8935 0.4624 0.1501 0.028
H 1.134 2.993 -0.838 -0.3067 -0.2453 0.6445 -0.006
H 4.367 -0.218 -0.866 0.1499 -0.2104 -0.0033 0.002
H 6.360 -0.812 0.501 -0.3716 -0.0338 0.2837 0.000
H 6.032 -1.793 2.777 -0.2802 0.0522 -0.2310 0.002
H 3.737 -2.296 3.619 -0.0091 0.0724 -0.4481 0.000
H 1.792 -2.047 2.063 0.1516 0.1451 -0.1340 -0.004
H -1.331 -2.360 -0.696 0.2619 -1.0676 0.3489 0.009
H -1.946 -4.549 -1.282 0.8481 -0.1059 -0.0126 0.000
H -0.164 -6.305 -1.691 0.2844 0.1120 0.2419 -0.001
H 2.198 -5.848 -0.972 -0.0323 0.0229 0.0323 0.002
H 2.835 -3.597 -0.090 -0.3148 -0.0997 -0.3601 0.001
H 1.006 3.355 1.893 -0.2601 0.4446 -0.1986 -0.009
H 1.276 5.620 2.877 -0.3035 0.0363 -0.1790 0.000
H -0.400 7.406 2.364 -0.0936 -0.1509 -0.1020 0.000
H -2.365 6.898 0.908 0.1788 -0.1287 0.1083 0.000
H -2.662 4.615 -0.047 0.4046 0.1928 0.2102 0.001
H -3.155 0.204 0.283 0.0288 0.3442 -0.3573 0.001
H -5.130 -0.149 -1.129 0.2985 0.5273 0.1194 0.000
H -5.832 1.604 -2.775 0.3935 0.0054 0.1959 0.001
H -4.316 3.537 -3.227 0.2264 -0.4167 0.2422 0.000
H -2.091 3.649 -2.145 -0.2368 -0.1727 0.1369 0.003
F -1.312 -0.404 7.804 -0.1547 -0.0729 0.0890 0.000
C -1.180 -0.761 6.517 0.0279 -0.0362 0.0419 0.004
C -2.219 -1.431 5.852 0.1896 0.1820 0.6297 0.000
F -3.363 -1.720 6.520 0.5930 0.2148 -0.3167 0.000
C -2.034 -1.830 4.551 0.5668 0.0102 -0.4519 0.002
F -3.020 -2.519 3.936 0.3111 0.3414 0.3819 0.000
C -0.828 -1.568 3.831 -0.5980 0.9109 2.3609 -0.004
S -0.651 -2.162 2.292 0.2583 -0.4316 -2.2758 0.009
C 0.156 -0.820 4.537 -0.6757 -0.4158 -0.7550 0.011
F 1.268 -0.418 3.866 -0.3175 -0.2439 0.5052 0.003
C 0.014 -0.476 5.868 0.2425 -0.0147 -0.1237 -0.001
F 1.063 0.095 6.516 -0.8061 -0.0974 -0.1683 0.000
```
Forces are in eV/Å.

Summary:
LUMO energy (alpha / beta)   -0.385 / -0.612 eV
Multiplicity   3
⟨S²⟩   2.0225
Energy relative to the best compared isomer or geometry (same formula, charge and spin)   0.511 eV
HOMO (alpha / beta)   -0.2065 / -0.2325 Ha
HOMO-LUMO gap (alpha / beta)   5.23 / 5.71 eV

=====

Number 1: E_tot -8774.95593 Eh. Number 2: E_tot -3292.23832 Eh.